Version w
12
Properties=species:S:1:pos:R:3:nbo_charge:R:1 method="wB97M-V/def2-TZVPD" mol_weight_da=112.1 homo_lumo_gap_ev=10.20
C -1.36 -0.93 -0.11 0.2808
C 0.57 0.70 -0.02 0.5261
H -2.23 0.61 0.60 0.3301
H -1.45 -1.91 -0.58 0.1855
H 2.74 0.82 0.09 0.4261
H -0.84 1.96 -0.20 0.3516
N -2.43 -0.31 0.19 -0.6076
N -0.02 -0.55 -0.05 -0.3378
N 0.96 -1.57 -0.03 -0.0183
N 2.04 -1.00 0.09 0.0100
N 1.89 0.30 0.12 -0.4101
N 0.14 1.89 -0.12 -0.7365

Version x
12
Properties=species:S:1:pos:R:3:nbo_charge:R:1 method="wB97M-V/def2-TZVPD" mol_weight_da=112.1 homo_lumo_gap_ev=8.46
C -0.85 -0.94 -0.08 0.4361
C 0.93 0.85 -0.03 0.3664
H -1.86 -2.40 0.70 0.4073
H -2.59 -1.92 -1.01 0.4476
H 2.17 2.25 -0.83 0.3401
H 2.13 2.13 1.37 0.3827
N -1.77 -1.90 -0.24 -0.8201
N 0.39 -1.16 0.69 -0.1754
N 1.25 -0.30 0.60 -0.2011
N 1.33 2.20 0.46 -0.7304
N -0.14 1.06 -0.79 -0.1850
N -0.99 0.13 -0.83 -0.2683

Pick version w: it beats the second-best structure by 104.8 kcal/mol.

Version w
12
Properties=species:S:1:pos:R:3:nbo_charge:R:1 method="wB97M-V/def2-TZVPD" mol_weight_da=112.1 homo_lumo_gap_ev=7.77 smiles="N/N=c1/cn[nH]nn1"
C -0.37 0.28 -0.15 0.1488
C 0.70 1.18 -0.05 -0.0012
H -3.27 -0.33 -0.45 0.3682
H -1.95 -1.14 0.41 0.3634
H 0.55 2.34 0.04 0.2260
H 3.05 -0.70 0.06 0.3601
N -2.60 -0.30 0.33 -0.6252
N -1.61 0.63 -0.26 -0.2180
N 2.02 0.85 0.31 -0.1924
N 2.23 -0.37 -0.18 -0.2826
N 1.20 -1.37 0.05 0.0575
N 0.04 -1.06 -0.12 -0.2045

Version x
12
Properties=species:S:1:pos:R:3:nbo_charge:R:1 method="wB97M-V/def2-TZVPD" mol_weight_da=112.1 homo_lumo_gap_ev=9.56 smiles="[H]/N=c1/nn[nH]n1N=C"
C -1.61 1.36 -1.23 -0.1025
C 0.12 -0.68 0.87 0.4479
H -0.80 1.77 -1.88 0.1798
H -2.61 1.32 -1.59 0.2001
H 1.41 1.38 -0.86 0.3735
H -1.34 -0.61 2.05 0.3655
N -1.39 0.76 -0.11 -0.2411
N -0.04 0.61 0.31 -0.1809
N 0.82 0.57 -0.81 -0.3377
N 1.72 -0.52 -0.65 0.0668
N 1.21 -1.30 0.23 -0.1912
N -0.57 -1.26 1.66 -0.5801

Version y
12
Properties=species:S:1:pos:R:3:nbo_charge:R:1 method="wB97M-V/def2-TZVPD" mol_weight_da=112.1 homo_lumo_gap_ev=8.74
C -0.65 -0.65 -1.19 0.0914
C 1.84 -0.80 1.21 0.1129
H -1.01 1.64 0.24 0.4185
H -2.37 2.01 -0.84 0.3747
H -0.47 -1.46 -1.84 0.2173
H 2.70 -1.22 1.85 0.2177
N -1.45 1.44 -0.69 -0.6370
N -1.53 0.31 -1.40 -0.1747
N 0.29 -0.52 -0.13 -0.0817
N 1.42 -1.32 0.11 -0.2343
N 1.15 0.25 1.70 -0.2483
N 0.07 0.31 0.98 -0.0565

Pick version y: it beats the second-best structure by 19.5 kcal/mol.

Version w
12
Properties=species:S:1:pos:R:3:nbo_charge:R:1 method="wB97M-V/def2-TZVPD" mol_weight_da=112.1 homo_lumo_gap_ev=7.69 smiles="N/N=c1/cn[nH]nn1"
C -0.54 0.28 -0.23 0.1930
C 0.58 1.25 -0.19 0.0123
H -3.75 -0.08 0.14 0.3530
H -2.59 -1.21 -0.12 0.3387
H 0.36 2.43 -0.58 0.2451
H 3.15 -0.75 0.72 0.4447
N -2.85 -0.24 0.50 -0.6232
N -1.79 0.71 -0.14 -0.2727
N 1.93 1.02 0.22 -0.1943
N 2.15 -0.37 0.27 -0.3362
N 1.12 -1.40 -0.16 0.0535
N -0.19 -1.09 -0.35 -0.2138

Version x
12
Properties=species:S:1:pos:R:3:nbo_charge:R:1 method="wB97M-V/def2-TZVPD" mol_weight_da=112.1 homo_lumo_gap_ev=10.15
C 1.01 0.10 0.02 0.5237
C -1.46 -0.50 -0.26 0.2570
H 1.42 -1.83 -0.71 0.4078
H 2.76 -0.82 -0.56 0.4244
H -1.23 -1.40 -0.79 0.1656
H -2.64 0.71 0.41 0.3563
N 1.76 -0.89 -0.53 -0.8015
N 1.53 1.26 0.49 -0.3496
N 0.52 1.93 1.04 -0.0146
N -0.64 1.38 0.90 -0.0950
N -0.37 0.21 0.18 -0.2963
N -2.66 -0.15 -0.19 -0.5779

Pick version x: it beats the second-best structure by 128.3 kcal/mol.

Version w
12
Properties=species:S:1:pos:R:3:nbo_charge:R:1 method="wB97M-V/def2-TZVPD" mol_weight_da=108.5 homo_lumo_gap_ev=11.84 smiles=FC1(Cl)CCC1
C 0.83 0.52 0.06 0.4761
C -0.17 0.08 1.09 -0.4730
C -0.95 -0.66 -0.04 -0.4038
C -0.08 0.18 -1.02 -0.4848
H 0.30 -0.52 1.84 0.2381
H -0.69 0.92 1.52 0.2356
H -2.07 -0.66 -0.23 0.2278
H -0.69 -1.81 -0.03 0.2159
H -0.68 1.07 -1.36 0.2358
H 0.40 -0.33 -1.86 0.2374
F 1.35 1.79 0.03 -0.3358
Cl 2.43 -0.58 0.00 -0.1692

Version x
12
Properties=species:S:1:pos:R:3:nbo_charge:R:1 method="wB97M-V/def2-TZVPD" mol_weight_da=108.5 homo_lumo_gap_ev=9.28 smiles="CC(C)=C(F)Cl"
C -0.05 0.17 0.06 -0.0836
C 0.17 1.36 0.80 0.2675
C 0.46 -0.05 -1.30 -0.6504
C -0.80 -0.98 0.68 -0.6462
F -0.25 1.38 2.04 -0.3094
Cl 1.07 2.63 0.30 0.0648
H 1.19 -0.86 -1.19 0.2183
H 1.15 0.89 -1.65 0.2301
H -0.24 -0.39 -2.14 0.2303
H 0.06 -1.72 0.91 0.2172
H -1.39 -1.59 -0.12 0.2204
H -1.38 -0.84 1.60 0.2412

Version y
12
Properties=species:S:1:pos:R:3:nbo_charge:R:1 method="wB97M-V/def2-TZVPD" mol_weight_da=108.5 homo_lumo_gap_ev=10.29 smiles="CC/C(Cl)=C/F"
C 1.51 0.07 -0.52 -0.5918
C 0.55 0.26 0.63 -0.4519
C -0.89 0.26 0.19 -0.0540
C -1.76 -0.78 0.06 0.1918
H 1.07 -0.71 -1.06 0.2025
H 2.50 -0.25 -0.29 0.2155
H 1.56 0.97 -1.28 0.2085
H 0.72 -0.58 1.25 0.2158
H 0.75 1.11 1.21 0.2274
H -1.50 -1.82 0.08 0.1863
F -3.04 -0.47 -0.20 -0.3183
Cl -1.47 1.93 -0.06 -0.0318

Pick version w: it beats the second-best structure by 2.5 kcal/mol.

Version w
15
Properties=species:S:1:pos:R:3:nbo_charge:R:1 method="wB97M-V/def2-TZVPD" mol_weight_da=107.2 homo_lumo_gap_ev=9.66 smiles=CCN(S)NN
C 0.82 0.55 1.87 -0.6258
C 1.05 -0.17 0.55 -0.2579
N -1.86 0.84 -1.37 -0.6341
N -0.50 0.68 -1.34 -0.2835
N -0.10 -0.39 -0.16 -0.4745
S -0.41 -1.97 -0.79 0.1321
H 0.06 -0.14 2.31 0.2144
H 1.58 0.63 2.65 0.2212
H 0.51 1.62 1.71 0.2145
H 1.82 0.23 -0.08 0.1847
H 1.38 -1.22 0.68 0.2078
H -2.35 0.01 -1.53 0.3341
H -2.26 1.28 -0.59 0.3532
H -0.38 0.20 -2.22 0.3394
H 0.63 -2.17 -1.71 0.0745

Version x
15
Properties=species:S:1:pos:R:3:nbo_charge:R:1 method="wB97M-V/def2-TZVPD" mol_weight_da=107.2 homo_lumo_gap_ev=9.55
C 1.10 0.36 -0.85 -0.4522
C -1.12 0.39 0.24 -0.0741
N 0.95 -2.77 -0.80 -1.1631
N -0.76 1.35 1.34 -0.8644
N -0.11 -0.36 -0.43 -0.6807
S -0.04 -1.98 0.05 1.1199
H 1.44 1.04 0.01 0.1928
H 2.02 -0.29 -1.12 0.2439
H 0.93 1.04 -1.70 0.2114
H -1.50 1.12 -0.61 0.1607
H -2.09 -0.23 0.30 0.1950
H -0.05 0.81 1.77 0.3613
H 0.65 -3.52 -1.39 0.3778
H -1.48 1.78 1.79 0.3790
H 0.90 -1.57 1.02 -0.0071

Pick version w: it beats the second-best structure by 7.2 kcal/mol.

Version w
13
Properties=species:S:1:pos:R:3:nbo_charge:R:1 method="wB97M-V/def2-TZVPD" mol_weight_da=163.3 homo_lumo_gap_ev=7.35
C 2.92 -0.52 0.23 -0.0102
C 0.60 0.43 0.23 -0.0259
C -0.76 0.26 0.23 -0.4683
C -3.32 0.52 -0.73 -0.4219
H 3.39 -1.50 0.69 0.2044
H 1.44 -1.45 1.08 0.4003
H 1.23 1.61 0.20 0.2316
H -1.43 -0.93 0.34 0.2628
H -4.11 1.28 -0.97 0.2279
N 1.70 -0.36 0.70 -0.5911
S 3.63 0.27 -1.19 -0.2055
S -1.90 1.57 -0.13 0.3552
S -3.38 -1.16 -0.68 0.0407

Version x
13
Properties=species:S:1:pos:R:3:nbo_charge:R:1 method="wB97M-V/def2-TZVPD" mol_weight_da=163.3 homo_lumo_gap_ev=8.53 smiles="S=C1[C@@H]2S[C@@H]2CN1S"
C 0.40 -1.17 0.29 -0.2353
C 1.44 -0.16 0.56 -0.3100
C 0.81 1.17 0.22 -0.3110
C -0.76 1.00 0.04 0.0249
H -2.90 -0.11 -1.12 0.1594
H 0.29 -2.00 1.06 0.2156
H 0.60 -1.76 -0.61 0.2318
H 2.22 -0.27 1.30 0.2619
H 1.17 2.43 0.38 0.3051
N -0.93 -0.38 0.04 -0.5433
S -2.27 -1.22 -0.63 0.1853
S 1.78 0.37 -1.22 0.0730
S -1.86 2.10 -0.31 -0.0574

Version y
13
Properties=species:S:1:pos:R:3:nbo_charge:R:1 method="wB97M-V/def2-TZVPD" mol_weight_da=163.3 homo_lumo_gap_ev=6.73 smiles="C=NSCC(=S)C=S"
C 1.06 0.31 -3.32 -0.0644
C 1.15 -0.26 0.59 -0.6759
C -0.22 0.12 1.16 -0.2385
C -1.27 -0.43 0.47 -0.2893
H 1.86 0.81 -4.04 0.2035
H 0.39 -0.11 -3.95 0.1590
H 1.86 0.08 1.47 0.2810
H 1.08 -1.42 0.31 0.2788
H -2.29 0.20 0.37 0.2540
N 0.45 0.30 -2.02 -0.5699
S 1.45 0.83 -0.74 0.4538
S -0.59 1.28 2.20 0.1566
S -1.51 -2.12 0.20 0.0514

Pick version x: it beats the second-best structure by 49.9 kcal/mol.

Version w
10
Properties=species:S:1:pos:R:3:nbo_charge:R:1 method="wB97M-V/def2-TZVPD" mol_weight_da=194.3 homo_lumo_gap_ev=8.40 smiles="O=[SH]#S#P(O)SS"
O 1.05 -0.23 1.35 -1.0210
O -0.19 2.29 0.97 -0.9107
P 0.55 -1.03 -0.06 0.8685
S 1.02 0.58 -1.28 -0.3622
S 1.13 2.05 0.42 1.1016
S -2.19 -2.67 -0.84 -0.1064
S -1.66 -0.86 0.07 -0.2018
H 1.42 -0.71 2.08 0.5159
H 1.29 2.83 -0.64 -0.0001
H -2.41 -2.26 -2.05 0.1163

Version x
10
Properties=species:S:1:pos:R:3:nbo_charge:R:1 method="wB97M-V/def2-TZVPD" mol_weight_da=194.3 homo_lumo_gap_ev=8.75 smiles="O=[SH]#S#P(O)SS"
O -0.60 2.32 -0.54 -1.0077
O 1.24 -2.69 0.23 -0.9444
P -1.01 1.25 0.60 0.9216
S 0.93 0.26 1.16 -0.4080
S 1.27 -1.34 -0.27 1.0326
S -2.30 -1.75 -0.05 -0.1155
S -2.04 0.15 -0.83 -0.1853
H -0.10 3.08 -0.23 0.5133
H 2.61 -1.14 -0.14 0.0364
H -1.89 -2.56 -1.07 0.1569

Pick version w: it beats the second-best structure by 2.6 kcal/mol.

Version w
27
Properties=species:S:1:pos:R:3:nbo_charge:R:1 method="wB97M-V/def2-TZVPD" mol_weight_da=169.2 homo_lumo_gap_ev="7.47 / 7.44"
C -0.51 3.36 1.80 -0.1211
C 0.49 -1.82 -0.75 0.3753
C -0.49 2.60 0.70 -0.1178
C 0.21 1.26 0.92 0.5808
C -1.15 4.69 1.77 -0.6598
C -1.00 2.88 -0.64 -0.6464
C -0.37 -4.14 -0.67 -0.6023
C 2.01 -3.67 -1.46 -0.5764
C 0.88 -3.21 -0.50 -0.3185
N 0.18 0.42 -0.19 -0.3715
O 0.74 0.96 1.99 -0.6393
O 0.64 -0.85 0.15 -0.1856
H 0.00 3.07 2.76 0.2386
H 0.33 -1.46 -1.74 0.1846
H -2.22 4.61 1.87 0.2162
H -1.02 5.30 2.57 0.2164
H -0.88 5.17 0.86 0.2086
H -2.16 2.61 -0.61 0.2092
H -1.05 3.93 -0.77 0.2150
H -0.51 2.26 -1.34 0.2484
H -0.54 -4.72 0.24 0.2282
H -1.27 -3.60 -0.91 0.2194
H -0.29 -4.90 -1.37 0.2146
H 1.77 -3.58 -2.47 0.2056
H 2.83 -3.12 -1.38 0.2141
H 2.09 -4.68 -1.40 0.2179
H 1.28 -3.36 0.57 0.2460

Version x
27
Properties=species:S:1:pos:R:3:nbo_charge:R:1 method="wB97M-V/def2-TZVPD" mol_weight_da=169.2 homo_lumo_gap_ev=9.87 smiles=C#CCO[C@H]1CC[C@@H](N)[C@H](C)O1
C -1.25 2.43 -1.15 -0.6398
C -0.35 1.54 -0.21 0.1013
C -0.17 -0.71 -1.13 0.3717
C -1.70 -0.72 -1.06 -0.4473
C -2.11 -0.27 0.39 -0.4283
C -1.18 0.85 0.85 -0.0937
C 1.68 -1.82 -0.21 -0.1342
C 2.59 -0.89 0.61 -0.0445
C 3.18 -0.12 1.35 -0.2404
H -0.61 2.81 -1.96 0.2185
H -2.10 1.91 -1.61 0.2032
H -1.58 3.31 -0.54 0.2129
H 0.46 2.16 0.14 0.2142
H 0.14 -1.00 -2.18 0.1608
H -2.11 -1.75 -1.24 0.2273
H -2.02 -0.06 -1.90 0.2145
H -1.88 -1.08 1.12 0.2333
H -3.23 0.02 0.41 0.2165
H -1.87 1.68 1.24 0.1999
H 0.35 -0.32 1.73 0.3786
H -0.81 0.22 2.76 0.3518
H 1.90 -2.83 0.20 0.2157
H 2.03 -1.85 -1.27 0.2007
H 3.77 0.58 1.95 0.2483
N -0.28 0.48 1.94 -0.8500
O 0.39 0.55 -0.95 -0.5479
O 0.28 -1.66 -0.17 -0.5433

Pick version x: it beats the second-best structure by 54.5 kcal/mol.